This record from OMol25 describes C26H50OP2RuSi as an isolated structure at a distorted geometry. The level of theory is ωB97M-V/def2-TZVPD.

## Properties
**Expectation value of S²**: 8.808
**Energy relative to the best compared isomer or geometry (same formula, charge and spin)**: 52.8 kcal per mole
**2S+1**: 6
**Charge**: +1
**E_HOMO (alpha / beta)**: -9.47 / -10.21 eV

XYZ file:
```
81
Properties=species:S:1:pos:R:3:forces:R:3
Ru 0.111 0.037 -2.871 -0.86 -0.25 4.26
C -1.005 -1.326 -0.179 0.76 -0.24 -1.01
C 0.245 -1.333 -1.013 0.33 1.04 1.69
C 0.502 -0.101 1.038 -1.91 0.04 0.21
C -0.861 -0.523 0.935 1.54 1.78 1.21
C 1.205 -0.657 -0.016 -1.09 -0.99 -0.72
C -2.197 -2.195 -0.263 -0.49 -0.94 0.11
H -2.134 -2.989 -1.009 0.03 0.24 0.11
H -3.126 -1.634 -0.429 0.36 -0.05 0.09
H -2.350 -2.701 0.719 0.19 0.31 -0.57
C -1.875 -0.241 1.986 -0.44 -0.27 0.18
H -2.743 -0.904 1.857 0.19 0.36 0.18
H -2.222 0.808 1.970 0.28 -0.53 -0.14
H -1.452 -0.437 2.990 -0.23 0.12 -0.43
C 1.045 0.603 2.229 0.11 -0.02 0.34
H 0.497 0.243 3.116 0.31 0.28 -0.22
H 0.920 1.701 2.191 0.05 -0.47 -0.12
H 2.108 0.359 2.368 -0.26 0.28 0.05
C 2.644 -0.952 0.177 0.77 -0.81 0.44
H 2.734 -1.304 1.237 0.21 0.31 -0.79
H 3.320 -0.069 0.081 -0.32 -0.62 0.27
H 3.023 -1.777 -0.451 -0.15 0.56 0.06
C 0.729 -2.715 -1.353 0.43 -0.80 -0.04
H 1.192 -3.201 -0.480 -0.14 0.04 -0.09
H 1.489 -2.721 -2.131 0.03 -0.02 -0.21
H -0.064 -3.393 -1.655 -0.13 0.05 -0.24
C -1.035 1.615 -4.593 -0.33 0.35 0.90
C -2.070 0.581 -4.765 -2.16 -1.50 -0.06
C -1.801 -0.349 -5.945 -0.26 0.50 -0.40
C -0.278 -0.581 -6.010 -0.59 -0.44 0.03
C 0.477 -0.029 -4.757 0.54 0.11 -4.40
C 1.371 1.051 -4.968 1.42 -0.46 -1.43
C 1.022 2.211 -5.813 -0.91 0.48 -0.39
C -0.525 2.315 -5.831 0.18 0.18 -0.32
H -2.254 0.092 -6.847 0.60 -0.21 0.05
H 0.058 -0.207 -6.977 0.55 0.36 0.38
H -2.311 -1.302 -5.799 -0.13 0.33 -0.25
H -0.878 1.856 -6.771 -0.10 0.01 0.61
H -1.030 2.236 -3.673 -0.46 -0.34 -0.64
H -3.094 0.979 -4.854 0.19 0.04 -0.05
H -0.861 3.371 -5.888 0.21 -0.53 0.29
H 1.441 3.135 -5.446 0.30 0.37 0.74
H 2.412 0.956 -4.800 0.68 -0.20 0.61
H 1.412 2.246 -6.841 -0.03 -0.69 0.09
H -0.105 -1.657 -6.080 0.16 -0.02 0.19
H 0.880 -0.950 -4.168 0.84 -0.18 -0.50
P -2.007 -0.580 -3.300 -0.51 0.70 -0.51
C -3.387 0.048 -2.336 -0.71 0.17 0.50
C -2.385 -2.360 -3.600 -0.16 -0.32 -0.95
P 2.816 1.400 -1.570 -2.52 0.65 -2.82
C 1.088 1.677 -2.161 1.70 0.97 0.47
C 3.592 0.122 -2.697 0.94 -0.05 0.92
C 3.414 3.102 -1.693 0.91 -0.60 0.52
H -2.998 0.710 -1.549 -0.10 -0.17 0.05
H -3.967 -0.799 -1.936 0.11 0.59 -0.03
H -4.042 0.655 -2.986 0.26 -0.39 0.27
H -2.261 -2.721 -4.651 0.07 0.44 0.86
H -3.437 -2.515 -3.349 0.15 -0.21 0.10
H -1.727 -2.984 -2.976 -0.36 0.36 -0.24
H 3.238 3.442 -2.701 0.07 0.13 -0.34
H 4.450 3.161 -1.406 0.50 0.32 -0.07
H 2.820 3.676 -0.991 -0.20 0.09 0.06
H 0.496 1.997 -1.242 -0.29 -0.20 -0.59
H 1.080 2.530 -2.934 0.42 -0.89 1.43
H 4.506 -0.281 -2.216 -0.34 0.27 -0.38
H 3.850 0.553 -3.666 0.12 0.17 0.29
H 2.925 -0.734 -2.884 -0.07 0.53 0.36
C -2.221 4.639 -0.671 -0.13 -0.15 0.27
Si -1.201 3.341 0.281 -0.07 1.01 -0.15
C 0.492 4.229 0.488 0.19 0.06 -0.02
C -1.819 3.265 2.094 -0.21 0.08 0.06
O -1.136 1.991 -0.573 -0.05 -0.29 0.45
H -2.148 5.648 -0.257 0.05 -0.02 0.06
H -3.286 4.378 -0.684 0.11 0.00 -0.09
H -1.867 4.686 -1.709 -0.05 -0.08 0.13
H 0.487 4.955 1.317 -0.14 -0.22 -0.23
H 1.314 3.535 0.703 0.02 -0.05 0.02
H 0.765 4.796 -0.415 -0.08 -0.17 0.10
H -2.853 2.908 2.166 0.11 -0.13 -0.01
H -1.191 2.642 2.745 -0.10 -0.05 -0.17
H -1.836 4.248 2.592 0.13 -0.08 -0.43
```
Positions in Å, forces in eV/Å.

This record from OMol25 describes a 2-piece molecular cluster, C4H9N3O overall at a distorted geometry. The level of theory is ωB97M-V/def2-TZVPD.

## Properties
**Energy relative to the best compared isomer or geometry (same formula, charge and spin)**: 135.8 kcal per mole
**Charge**: 0
**E_HOMO (alpha / beta)**: -7.67 / -7.67 eV

XYZ file:
```
17
Properties=species:S:1:pos:R:3:forces:R:3
C -0.143 -1.889 0.337 0.13 -0.08 0.45
N -1.490 0.248 0.742 0.76 1.82 -0.38
C 0.858 0.512 -0.021 -0.63 1.75 -1.40
C -0.286 -0.398 0.233 -0.52 -1.61 -1.02
N 1.279 1.425 0.934 -0.54 -0.25 1.41
C -1.272 0.307 -0.674 -1.36 -0.92 0.05
O 1.856 -0.023 -0.779 -0.04 -0.03 0.12
N -2.090 0.421 -1.673 0.10 -0.87 0.56
H 2.652 0.518 -0.694 -0.20 -0.12 -0.14
H -1.369 1.140 1.216 0.00 -0.15 0.43
H 2.082 2.038 0.918 -0.16 -0.30 -0.68
H 0.545 1.770 1.540 0.32 -0.08 -0.13
H -2.123 -0.441 -2.221 0.53 0.35 -0.46
H -0.149 1.189 -0.931 1.52 0.34 1.07
H 0.492 -2.273 -0.464 0.07 0.13 0.13
H -1.118 -2.366 0.232 0.00 0.16 0.08
H 0.277 -2.178 1.304 0.03 -0.13 -0.08
```
Positions in Å, forces in eV/Å.